# 1
DFT (ωB97M-V/def2-TZVPD) results for a structure of composition C23H26AuN5Te at a distorted geometry.

The geometry in XYZ format:
```
56
Properties=species:S:1:pos:R:3:forces:R:3
H -5.733227 3.445932 -4.330793 -0.08 0.07 -0.01
C -3.226627 1.081832 -2.605993 0.02 0.70 -0.06
H -6.008927 0.999932 -4.516293 -0.11 -0.05 -0.04
H -1.053827 -2.214268 2.641807 -0.27 -0.08 -0.08
C -0.306027 -1.646168 4.557307 0.04 -0.16 -0.13
H 2.598073 0.484332 1.402607 0.12 -0.01 -0.13
C -3.079827 2.463432 -2.486093 -0.10 -0.86 -0.17
C 2.319273 -2.470768 -1.555093 0.77 0.39 0.03
C 1.087373 -3.200668 -1.580693 -0.65 -0.46 -0.06
H -2.243227 3.504932 -0.799793 0.11 -0.03 0.05
C -0.478327 -4.714668 -1.805093 -0.63 0.02 0.23
H 4.023073 0.032032 -0.606593 0.14 0.17 0.09
C 0.535673 -0.779168 2.483607 -0.32 -0.24 0.44
C -4.296527 0.559532 -3.320593 0.05 0.03 -0.01
H 0.300973 2.155532 1.379207 -0.13 0.24 -0.10
C 0.628473 -0.898968 5.247107 0.12 0.16 0.17
H 1.411973 2.783732 4.313407 0.03 0.07 0.15
H 3.472373 0.737532 2.933307 0.04 -0.04 -0.04
C -2.217727 0.174732 -1.978893 0.03 -0.50 0.15
H 5.423573 -1.821368 -2.051293 0.24 -0.05 -0.13
C 1.283173 2.672332 1.377907 -0.22 -0.14 -0.03
H 0.668973 -0.938068 6.326007 -0.05 -0.01 0.06
H -0.940427 -5.636368 -2.087793 -0.07 -0.22 -0.12
N 0.004273 -2.717968 -0.982693 0.79 0.45 -0.12
C 3.687473 -0.890068 -1.033293 0.54 -0.13 -0.25
H -4.409327 -0.509868 -3.404193 -0.05 -0.16 -0.06
C 4.395273 -1.805768 -1.760693 0.15 0.53 0.26
N 3.521573 -2.798168 -2.083093 -0.41 -0.08 0.05
H 2.302273 0.416432 5.093207 0.09 0.16 -0.05
H 3.176873 2.729232 4.119107 0.03 0.07 0.07
C -5.196127 1.408132 -3.937893 0.02 0.09 0.02
C 1.531073 -0.114068 4.555607 -0.33 -0.55 -0.12
N 2.127473 2.212032 2.420607 0.39 0.32 -0.61
H 3.766773 -3.619668 -2.613193 -0.08 0.01 -0.01
H 1.100573 3.740932 1.479307 0.06 -0.01 -0.04
H -1.003527 -2.284368 5.077707 -0.03 -0.09 0.01
N 2.407573 -1.312468 -0.912293 -0.46 -0.53 -0.04
C 2.504573 0.830732 2.434307 -0.53 -0.41 0.60
C 1.489873 -0.049668 3.162207 1.49 1.25 -0.69
N 0.816373 -4.418468 -2.102493 0.29 0.39 0.12
C -3.995727 3.311332 -3.097793 0.08 0.00 0.03
C -1.923127 3.019932 -1.723493 -0.01 0.43 0.75
H 1.752573 2.476232 0.405407 0.01 0.02 -0.06
H -2.634727 -0.364468 -1.127893 0.09 0.02 0.07
C -5.042727 2.785132 -3.831093 0.01 -0.12 0.03
Te -0.582327 1.360332 -1.253793 -0.26 -0.60 -0.16
H 2.235973 4.039232 3.372807 0.07 -0.02 0.09
Au 0.475873 -0.980268 0.434307 -0.54 0.28 0.21
H 1.433173 -5.030268 -2.612493 0.08 0.05 0.01
H -1.848227 -0.563368 -2.688793 0.21 -0.01 0.02
H -1.374127 3.754132 -2.314993 0.38 -0.18 0.14
H -3.876427 4.379132 -3.010493 -0.01 0.19 -0.02
H -1.942727 -3.506968 -0.682993 -0.20 -0.06 0.01
C 2.240573 2.977532 3.619107 -0.17 0.11 0.35
C -0.340427 -1.599768 3.168607 -0.47 0.16 -0.64
C -0.968927 -3.650168 -1.105893 -0.29 -0.58 -0.23
```
Forces are in eV/Å.

Orbital gap (alpha / beta)   3.4 / 3.4 eV
LUMO level (alpha / beta)   -9.7 / -9.7 eV
Total charge   +2
Energy   -42690.594 eV

Löwdin atomic charge list, values in e, 8 entries: atom 1 (H): 0.119, atom 2 (C): -0.294, atom 3 (H): 0.117, atom 4 (H): 0.102, atom 5 (C): -0.051, atom 6 (H): 0.078, atom 7 (C): -0.292, atom 8 (C): -0.266

# 2
DFT (ωB97M-V/def2-TZVPD) results for a structure of composition C23H26BrFIrN2O11P2.

The geometry in XYZ format:
```
67
Properties=species:S:1:pos:R:3:forces:R:3
H -4.159114 2.109110 1.911418 0.02 0.00 -0.04
H -2.817051 -7.196714 1.760903 -0.01 0.00 -0.01
C 2.644895 2.862087 3.429142 -0.01 0.01 0.01
C -0.051847 -4.393101 -2.449525 0.00 -0.01 -0.01
O 2.155855 3.836646 0.038241 -0.03 -0.01 0.07
C 2.334023 5.116226 0.654659 0.01 0.01 -0.03
C -1.157582 -5.264608 -0.501903 -0.01 0.04 0.01
H -0.762861 4.045539 2.259431 -0.02 0.02 0.00
N -2.087797 2.418915 2.021656 0.05 -0.03 -0.04
N 0.205531 2.045047 -2.220148 0.03 -0.01 0.09
C -0.807723 -4.115292 0.283354 0.01 -0.09 -0.02
C 0.437135 1.157369 -4.541776 0.03 0.07 0.02
H 3.654064 0.907681 -2.209129 0.01 0.01 -0.05
C 2.502824 1.472237 3.355285 -0.03 -0.02 0.00
H -0.158477 1.787235 -1.293685 0.01 -0.04 0.04
C -1.808201 -5.335549 2.175486 -0.05 -0.01 -0.07
H -1.513330 3.438018 3.748299 0.01 -0.01 0.01
P -1.292613 -0.116074 -2.724197 0.14 0.41 -0.09
O -2.320819 1.101193 -3.052487 0.01 -0.09 0.08
C -0.764555 -5.378638 -1.858333 0.01 0.00 -0.01
O -1.507927 -1.284618 -3.571050 0.00 -0.05 0.03
C 2.107736 -0.689262 2.230783 -0.08 -0.11 0.33
C 2.220314 0.819556 2.159039 -0.06 0.04 0.04
H -3.649480 3.506376 2.859236 -0.02 -0.03 0.03
H -0.408588 1.757161 -4.885968 0.01 0.00 0.00
H 1.924699 1.075884 0.040881 0.00 -0.05 -0.02
C -3.447749 2.931664 1.958179 -0.01 0.02 -0.02
H 0.467684 0.235481 -5.118496 0.00 -0.01 0.00
C -1.890942 -6.348530 0.036540 0.00 -0.01 -0.04
C -1.745366 1.341911 1.317804 -0.26 -0.22 0.20
H -3.050431 0.780274 -3.597041 0.02 0.02 -0.05
O 2.813695 -1.268109 3.023033 -0.02 -0.01 0.02
H 1.136971 2.458618 -2.089553 -0.01 0.04 -0.07
H 2.856965 3.359611 4.365042 0.01 0.00 0.00
Ir -0.182130 -1.078933 0.227315 0.20 0.18 0.18
C -1.089024 3.146574 2.788652 0.02 0.01 -0.03
H 0.677946 -2.430149 -2.292797 0.02 0.03 0.04
O 2.600017 4.915423 2.039130 -0.01 -0.01 0.02
C 2.508494 3.563321 2.255766 0.01 -0.03 0.00
Br -0.377380 -3.221555 3.101271 -0.11 0.15 -0.13
C -1.097651 -4.272570 1.683818 0.03 0.02 0.00
H -1.035970 -6.280125 -2.394113 -0.01 0.01 0.00
C 2.108318 1.561418 0.981273 0.00 -0.15 -0.10
H 2.619687 0.872390 4.246617 0.00 0.00 0.01
O 1.258251 -1.397989 1.495993 0.10 0.13 -0.58
C 2.251178 2.914889 1.068618 0.00 0.06 -0.08
C -2.252595 -6.373244 1.344095 0.00 0.01 0.05
O -1.285588 -0.116204 -1.188652 -0.36 -0.45 -0.12
F -1.870377 -1.413147 1.028611 0.12 -0.16 0.37
C 0.193343 -3.208080 -1.732424 0.00 0.05 -0.07
H -0.439014 2.713527 -2.643037 -0.01 0.01 0.02
O 1.411343 -0.572083 -1.043333 0.00 -0.06 0.17
H -2.147153 -7.162712 -0.630338 0.00 -0.01 0.01
P 1.754919 -0.156926 -2.461657 -0.10 0.09 -0.05
O 2.246333 -1.105815 -3.461230 -0.02 -0.04 0.04
H 1.417391 5.702546 0.543996 0.00 0.00 0.00
H 0.280780 -4.466103 -3.476364 0.00 0.00 0.00
H -3.598346 3.583305 1.094624 0.02 0.03 0.02
O -0.597178 0.886521 1.294615 0.30 0.47 -0.31
O 2.723882 1.144851 -2.307844 0.00 -0.03 0.05
C 0.285217 0.789520 -3.076473 0.02 -0.15 -0.03
H -1.987781 -5.389148 3.239402 0.00 0.00 0.00
H 1.368251 1.697565 -4.721997 -0.01 0.00 0.00
H -2.562495 0.853458 0.777461 0.04 0.02 -0.02
H 3.180105 5.626791 0.192400 0.01 -0.01 0.01
C -0.196773 -3.006579 -0.437018 -0.01 -0.03 0.11
H -0.225906 2.505921 2.948497 0.01 -0.01 0.00
```
Forces are in eV/Å.

Orbital gap (alpha / beta)   6.9 / 5.8 eV
LUMO level (alpha / beta)   -0.4 / -1.5 eV
Energy   -143956.560 eV
Spin multiplicity   2
Energy above the lowest of the compared OMol25 structures with the same formula, charge and spin   2.043 eV

Löwdin atomic charge list, values in e, 8 entries: atom 1 (H): 0.096, atom 2 (H): 0.103, atom 3 (C): 0.020, atom 4 (C): -0.060, atom 5 (O): 0.002, atom 6 (C): -0.135, atom 7 (C): -0.163, atom 8 (H): 0.098

# 3
DFT (ωB97M-V/def2-TZVPD) results for a structure of composition C23H26CaF5N3OSi.

The geometry in XYZ format:
```
60
Properties=species:S:1:pos:R:3:forces:R:3
C 1.474609 2.705157 -1.651207 0.05 0.04 0.01
H -2.928525 2.872482 -3.995973 0.00 -0.01 0.00
C -2.247005 -0.701004 2.271185 0.02 -0.01 -0.01
C 2.181544 -0.679678 -0.602461 0.07 0.15 -0.19
C -3.346370 -3.872635 -0.681332 0.00 0.01 -0.04
H 1.165129 0.206197 -3.683066 -0.04 0.01 0.00
O -2.554518 1.386778 -1.217034 0.00 0.03 -0.03
C 3.240662 -2.478737 0.561432 -0.01 0.01 -0.01
C 3.368015 0.801242 -2.261328 -0.03 -0.04 -0.08
H 0.676003 4.716042 -1.697950 0.00 0.00 0.00
N -1.065162 -0.733694 1.658024 0.01 0.03 0.03
H 0.198376 -3.512753 3.052478 -0.01 0.00 -0.01
Ca -0.735845 0.114582 -1.064209 -0.47 0.01 0.00
C -2.614715 -1.666271 3.203424 -0.02 0.03 -0.01
H -5.209545 4.113148 -1.624600 0.00 -0.01 0.00
H -4.176985 0.241906 2.275245 0.00 0.00 0.00
C 0.488264 3.761505 -1.201552 -0.01 -0.02 0.00
H -3.478578 4.384535 -1.345345 -0.01 0.00 0.01
C -2.248119 -2.885016 -0.339699 -0.07 -0.03 0.03
N 1.245052 1.496521 -1.167848 0.08 -0.14 -0.11
C 1.098823 -0.371059 -2.750347 0.17 -0.10 0.01
H 2.676142 4.098114 -2.777602 0.01 0.00 -0.01
H -5.216199 -0.115224 -1.937374 -0.01 0.01 0.01
F -3.350872 -4.402520 -1.940398 -0.01 -0.01 -0.01
F -4.570478 -3.318712 -0.523215 -0.01 0.00 0.00
Si -3.874303 1.978304 -1.870467 0.03 0.02 0.04
C 2.024081 0.343452 -1.727614 0.09 0.18 0.19
H -6.294877 1.293961 -2.034210 0.01 0.00 0.00
H 2.109669 -3.308698 2.193454 0.00 0.01 0.00
H -3.555914 1.240280 -4.225406 0.00 0.01 0.00
C 1.080980 -1.704006 1.174148 -0.09 0.04 0.06
C -1.729001 -2.684538 3.494184 0.01 -0.02 0.01
C -5.393094 0.894617 -1.557458 -0.01 -0.02 0.01
C -0.204942 -1.715228 1.941675 0.05 0.04 -0.06
H -2.000239 -3.466713 4.193796 0.00 0.00 0.00
C -4.305993 3.690261 -1.172548 0.00 0.01 0.01
H -2.800236 1.359734 2.346703 0.00 0.00 0.00
F -2.383410 -1.920033 -1.419952 0.19 0.06 0.08
H 4.476049 2.339870 -3.176061 0.00 0.01 -0.01
H -0.536454 3.441324 -1.407396 0.00 0.00 0.00
C 3.543984 2.070680 -2.681680 -0.06 0.06 0.06
C 2.137947 -2.571079 1.403651 0.06 -0.03 0.02
H -4.463938 3.624611 -0.091540 0.01 0.01 -0.01
F -1.074625 -3.586169 -0.719109 0.00 0.02 -0.01
H 4.078329 -3.154061 0.700051 0.00 0.00 0.00
H 0.568518 3.906122 -0.120250 0.00 0.00 0.00
C 3.271495 -1.540041 -0.453785 -0.03 -0.02 0.20
H -5.587370 0.806908 -0.484030 0.00 0.00 -0.01
C -3.166232 0.426742 1.909689 0.02 0.00 -0.01
H 1.481663 -1.383721 -2.963789 -0.03 0.00 -0.01
H 4.137098 0.060612 -2.458197 -0.02 -0.01 -0.02
N 1.132993 -0.796259 0.209391 0.03 -0.14 -0.21
H -3.595082 -1.626231 3.660437 0.00 0.00 0.01
H -4.676179 2.614562 -4.169172 0.01 0.00 0.00
C -0.499635 -2.709870 2.863325 0.01 -0.07 0.02
C -3.754753 2.201804 -3.744372 0.00 -0.01 -0.01
H -3.185216 0.576167 0.827686 0.00 -0.01 0.00
H 4.120372 -1.469085 -1.115923 0.00 0.02 0.00
C 2.545244 3.071405 -2.461227 0.02 -0.09 0.04
F -3.296663 -4.945351 0.150895 0.00 -0.01 0.01
```
Forces are in eV/Å.

Orbital gap   4.8 eV
LUMO level   4.8 eV
Total charge   -2
Energy   -70698.070 eV
Energy above the lowest of the compared OMol25 structures with the same formula, charge and spin   0.191 eV

Löwdin atomic charge list, values in e, 8 entries: atom 1 (C): -0.444, atom 2 (H): 0.018, atom 3 (C): -0.326, atom 4 (C): -0.214, atom 5 (C): -0.616, atom 6 (H): 0.000, atom 7 (O): -0.556, atom 8 (C): -0.075

# 4
DFT (ωB97M-V/def2-TZVPD) results for a structure of composition C23H26ClCrN2O3 at a distorted geometry.

The geometry in XYZ format:
```
56
Properties=species:S:1:pos:R:3:forces:R:3
C -1.505197 -2.099760 2.694003 0.15 -0.81 -0.02
C 0.418309 3.520984 -0.704054 -0.85 0.00 -0.12
H 1.540390 5.861289 -2.119406 0.23 -0.45 0.59
C 1.677523 3.911299 -1.146052 0.40 0.23 0.20
H -3.302280 -3.142361 3.104141 -0.72 -0.19 0.06
H 3.647786 -1.368822 0.010763 -0.49 -0.40 -0.27
O -4.180818 4.197631 0.447476 -1.79 -0.88 -0.03
C 2.284387 1.619863 -1.342032 -1.89 -0.24 0.37
Cr 0.395194 -0.574475 -0.099231 0.86 -0.97 -0.07
H 2.549217 -4.617292 -1.723207 0.16 0.23 -0.33
H 2.827252 -3.821172 -3.292833 -0.09 -0.25 -0.41
H 0.562425 -3.366438 -1.587034 0.28 -0.02 -0.19
O 1.213367 5.906900 -0.042554 0.94 0.60 -0.45
H -4.904145 4.812496 0.632793 0.34 0.15 0.00
H 4.211433 -2.071479 -2.279221 -0.20 -0.57 0.15
H -4.739347 0.016787 0.147571 0.02 0.37 0.13
H -1.943526 -1.136758 2.944821 0.15 -0.09 0.01
C -0.171660 -2.188653 2.263596 -0.52 0.02 0.04
C -0.373527 -4.592997 2.193622 -1.08 -0.06 -0.39
C -2.292393 -3.248367 2.786236 0.84 -0.25 -0.74
H -5.385599 2.572443 1.185521 0.46 0.36 -0.54
C -3.689066 1.948825 0.014957 0.52 -0.38 -0.15
C 3.142487 -2.247694 -0.431382 -0.18 -0.69 0.38
C -1.757078 -4.485943 2.399766 0.34 0.78 0.43
Cl -2.777694 -5.860056 2.116178 0.00 -0.02 0.34
H -2.295809 3.532611 -0.341698 0.04 0.41 0.08
N 0.999343 1.249786 -1.003730 0.99 0.18 -0.21
C -2.651635 -0.234562 0.044581 0.31 0.24 -0.46
C 2.665878 -3.653031 -2.243238 0.04 -0.59 0.39
H 3.660253 3.222411 -1.770507 -0.78 -0.22 0.35
C -4.843007 2.904152 0.265535 0.91 0.32 0.48
C 1.422410 -2.807384 -1.980835 0.06 0.13 -0.29
C 2.642957 2.938720 -1.434428 0.33 0.81 -0.40
H 3.013161 5.693207 -1.141467 -0.29 -0.47 0.13
H 3.002456 0.838543 -1.561279 -0.28 -0.17 0.05
H 0.208171 -0.081783 2.427876 0.00 -0.04 0.25
C 0.582822 -0.987089 1.948488 0.69 0.27 -0.30
H 1.467010 -3.552685 1.879116 -0.44 0.05 0.03
O 1.828808 -1.855428 -0.974348 0.89 0.59 0.59
H 1.647050 -1.130087 2.187478 -0.10 0.22 -0.07
C 1.949687 5.407208 -1.179878 -0.78 0.21 -0.04
C -2.407142 2.479956 -0.213937 0.61 -1.27 -0.20
H -0.321763 4.274093 -0.431377 0.40 -0.17 -0.05
H -5.579957 2.920374 -0.552916 0.38 0.04 0.06
C -3.797041 0.552741 0.056927 0.07 -0.08 0.23
H 4.683752 -3.549954 -1.402230 -0.10 0.10 0.27
H 0.056891 -5.561793 2.065511 0.19 -0.49 -0.18
N -1.423781 0.281472 -0.152866 -0.19 1.53 0.18
H 2.926883 -3.017516 0.341878 0.34 0.61 -0.25
C 0.063973 2.175926 -0.661018 1.63 -0.33 -0.74
C -1.276548 1.638936 -0.332297 -2.19 -0.19 0.39
H -2.712442 -1.324446 0.172391 0.09 0.58 -0.01
C 3.846151 -2.892130 -1.625947 -0.61 1.03 -0.15
H 1.678281 6.702200 0.254173 -0.34 -0.13 0.04
C 0.390112 -3.461876 2.064944 0.30 0.41 0.52
H 1.125632 -2.248823 -2.879339 -0.03 -0.04 0.31
```
Forces are in eV/Å.

Orbital gap (alpha / beta)   5.7 / 5.9 eV
LUMO level (alpha / beta)   -3.5 / -3.6 eV
Total charge   +1
Energy   -74333.148 eV
Spin multiplicity   5
Energy above the lowest of the compared OMol25 structures with the same formula, charge and spin   0.000 eV

Löwdin atomic charge list, values in e, 8 entries: atom 1 (C): -0.070, atom 2 (C): 0.062, atom 3 (H): 0.141, atom 4 (C): -0.148, atom 5 (H): 0.096, atom 6 (H): 0.136, atom 7 (O): -0.080, atom 8 (C): -0.066